1.
Computed, not measured: a structure of composition C20H48B2F14O10Zr in a non-equilibrium geometry, with ωB97M-V/def2-TZVPD.

```
95
Properties=species:S:1:pos:R:3:forces:R:3
Zr -0.4149 -0.1864 0.4459 1.70 -4.07 -3.26
C 0.0865 -1.3436 -2.8617 -1.45 -0.61 1.63
O -0.1248 -2.6732 -2.3921 0.81 -0.03 0.26
O 0.0149 -0.5185 -1.7000 0.42 -0.64 -0.26
C 1.3615 -1.1845 -3.7645 1.52 0.28 1.09
F 2.4691 -1.6605 -3.1420 -0.21 -0.21 0.42
F 1.3870 -1.7928 -4.9606 -1.16 -0.30 0.07
F 1.6244 0.0960 -4.0169 -0.46 0.59 0.06
C -0.1949 -3.8051 -3.2677 0.56 0.27 0.65
C -0.3555 -5.0236 -2.3492 -0.28 -0.01 -0.33
H -0.6933 -5.8711 -2.9458 0.15 -0.14 0.00
H 0.5369 -5.3009 -1.7883 0.20 0.20 -0.39
H -1.1090 -4.8728 -1.5762 -0.22 0.32 -0.18
H 0.7109 -3.8674 -3.8708 0.22 -0.22 0.12
H -0.9947 -3.7071 -4.0018 -0.49 0.05 0.14
H -0.7660 -1.2233 -3.5303 -0.17 1.03 -0.32
C 0.9530 -3.0502 1.7881 -1.17 2.26 0.33
O 1.3609 -2.0558 2.7044 0.96 -0.81 1.40
O 0.2435 -2.2257 0.8709 0.26 -0.19 -0.69
C 2.1983 -3.9459 1.3200 -0.43 1.69 -0.54
F 1.9593 -4.4726 0.1052 0.31 0.04 0.49
F 3.2917 -3.1556 1.2652 -0.08 -0.40 -0.39
F 2.5159 -4.9482 2.1657 -0.66 0.38 -0.22
C 1.5061 -2.4225 4.0841 1.70 0.76 0.52
C 2.4065 -1.3664 4.8013 -1.04 0.21 -1.17
H 3.3101 -1.1122 4.2471 0.25 -0.72 -0.06
H 1.8805 -0.4128 4.7574 -0.25 0.06 0.69
H 2.6377 -1.7156 5.8076 -0.07 0.32 -0.01
H 2.0582 -3.3459 4.2588 -0.29 -0.49 -0.58
H 0.5548 -2.4744 4.6135 -0.28 -0.04 -0.27
H 0.2947 -3.7499 2.3031 -0.41 -0.24 -0.14
B -1.2999 0.4355 2.7898 -0.78 0.21 4.10
F -1.5789 -0.8669 2.6346 -0.44 -3.30 0.73
F -1.9053 0.9748 1.7567 -2.98 2.84 -3.95
F -1.5677 1.0247 3.9583 -0.41 0.14 1.08
F 0.0028 0.5609 2.4595 4.39 0.35 -0.44
B -1.1564 2.3804 -0.5841 -0.32 3.18 -2.78
F -0.1546 1.9273 0.1819 4.55 -0.81 2.99
F -0.5883 2.8071 -1.7900 -0.44 0.39 0.24
F -1.8285 1.2389 -0.7724 -2.77 -3.17 -1.00
F -1.8537 3.2812 0.1150 -0.88 1.33 0.25
C 4.5590 1.4795 2.7059 -0.23 0.25 0.35
C 3.2943 2.2377 3.1204 1.03 -0.64 0.81
O 2.4397 2.3467 2.0198 -0.77 -0.43 0.39
H 4.2797 0.6649 2.0376 -0.01 0.05 -0.06
H 5.0055 0.9994 3.5767 0.38 0.25 -0.02
H 5.2471 2.1513 2.1928 0.22 -0.22 0.03
H 3.4976 3.2272 3.5298 0.29 0.15 -0.10
H 2.8747 1.6961 3.9682 -0.74 -0.14 -0.35
H 2.8025 3.0849 1.5248 0.00 0.36 -0.92
C 1.2961 5.2926 0.6110 -0.22 -0.17 -0.87
C 2.1557 4.6286 -0.4787 -0.13 0.84 0.53
O 3.2950 4.0797 0.1868 0.45 -0.47 0.30
H 0.8634 4.5389 1.2688 0.45 -0.05 0.30
H 0.4031 5.7624 0.1988 0.14 0.19 -0.33
H 1.8840 6.0494 1.1304 -0.10 -0.18 0.21
H 2.5988 5.3462 -1.1692 -0.69 0.26 -0.26
H 1.5881 3.8709 -1.0189 0.11 -0.09 -0.03
H 4.0782 4.1948 -0.3563 -0.06 -0.13 0.03
C 3.3220 0.6957 -1.1408 1.09 -0.13 -0.95
C 2.8186 -0.3663 -0.1970 0.12 0.36 -0.49
O 1.7368 0.2223 0.5660 -0.18 -1.70 -0.79
H 3.8327 0.1849 -1.9571 0.33 -0.04 0.01
H 4.0593 1.3397 -0.6614 -0.11 0.16 0.08
H 2.6034 1.3160 -1.6764 -0.52 -0.19 0.51
H 3.5967 -0.6257 0.5209 -0.04 -0.17 -0.03
H 2.5601 -1.2729 -0.7441 -0.71 0.20 0.40
H 2.2097 0.8919 1.0656 -0.45 1.49 1.13
C -3.5139 -2.9195 1.1605 0.14 -0.27 0.18
C -2.8810 -2.3864 -0.1229 -0.31 -1.37 0.49
O -2.4380 -1.0531 0.1327 0.82 -0.78 -0.48
H -2.8113 -2.9683 1.9924 0.32 0.25 -0.22
H -3.8695 -3.9456 1.0669 -0.27 0.07 -0.34
H -4.3206 -2.2695 1.4993 -0.14 -0.17 -0.17
H -3.6003 -2.3224 -0.9394 -0.17 -0.04 0.04
H -2.0915 -3.0488 -0.4778 0.39 0.53 0.19
H -3.2732 -0.5890 0.0406 -0.49 1.55 -0.01
C -5.4536 1.7402 1.6851 0.41 0.01 1.37
C -5.5153 0.3022 1.2216 -0.65 0.68 0.99
O -4.8922 0.2114 -0.0160 0.36 -0.79 -1.57
H -4.4253 2.1018 1.6817 0.07 -0.07 -0.27
H -5.7302 1.7535 2.7393 -0.28 0.20 0.12
H -6.0694 2.4703 1.1600 -0.11 -0.37 -0.25
H -6.5496 -0.0382 1.1710 -0.17 -0.08 -0.11
H -5.0208 -0.4012 1.8915 0.19 0.36 0.25
H -5.5864 0.3280 -0.6687 0.36 0.04 -0.43
C -1.7152 2.8981 -5.5154 -0.60 0.17 0.36
C -2.1308 1.5654 -4.9046 0.50 0.81 0.70
O -3.5311 1.4300 -5.0307 -0.59 -0.26 -0.62
H -0.6448 3.1036 -5.5209 0.01 -0.44 -0.15
H -2.1425 3.6755 -4.8819 -0.11 0.12 -0.04
H -2.1641 3.0221 -6.5009 0.26 -0.09 -0.14
H -1.9652 1.6309 -3.8293 0.75 -0.25 0.08
H -1.5929 0.7187 -5.3312 0.03 -0.10 -0.13
H -3.7515 0.5785 -4.6463 -0.21 0.01 0.00
```
Positions in Å, forces in eV/Å.

LUMO level = 0.007 Eh
strongest force on any atom = 5.71 eV/A
total charge = 0
calculated total energy = -3038.6367 Eh
HOMO energy = -9.754 eV
frontier orbital gap = 9.958 eV

2.
Computed, not measured: a structure of composition C23H29CaF6N3O4S2Sb, with ωB97M-V/def2-TZVPD.

```
69
Properties=species:S:1:pos:R:3:forces:R:3
Ca 1.2686 0.2490 -0.7945 -0.18 -0.40 0.04
C 0.1214 -3.7056 1.5646 -0.01 0.04 0.07
C 0.5180 -2.4172 1.1981 0.00 -0.04 -0.08
N 0.9243 -2.0989 -0.0185 0.05 0.12 0.00
C 0.9793 -3.0715 -0.9594 -0.05 -0.06 0.04
C 0.5861 -4.3911 -0.6859 0.03 0.05 -0.03
C 0.1444 -4.6893 0.6138 -0.02 -0.05 -0.02
C 0.6613 -5.3924 -1.7095 -0.03 -0.04 0.03
C 1.1423 -5.0911 -2.9296 0.00 -0.02 -0.04
C 1.5829 -3.7614 -3.2361 0.01 0.06 0.06
C 2.1443 -3.4318 -4.4825 -0.03 -0.09 -0.03
C 2.5703 -2.1554 -4.7175 0.05 0.08 -0.05
C 2.4069 -1.1968 -3.7114 -0.09 0.01 0.04
N 1.8752 -1.4701 -2.5335 -0.21 0.05 0.18
C 1.4804 -2.7436 -2.2770 0.14 -0.03 -0.13
H -0.1957 -3.9020 2.5791 0.00 0.00 -0.01
H 0.4985 -1.6158 1.9264 0.00 0.02 0.03
H -0.1650 -5.6999 0.8498 0.01 0.00 0.00
H 0.3334 -6.3967 -1.4734 0.01 0.01 0.00
H 1.2131 -5.8486 -3.6997 0.01 0.01 0.00
H 2.2386 -4.1990 -5.2415 0.00 0.01 0.01
H 3.0189 -1.8724 -5.6590 -0.01 0.00 0.01
H 2.7034 -0.1689 -3.8762 0.00 -0.01 -0.01
F 1.9685 4.0428 2.6503 -0.06 -0.01 0.06
C 2.8525 3.8522 1.6799 0.06 -0.12 -0.04
F 3.5534 2.7489 1.9338 0.00 0.05 0.01
F 3.6631 4.8885 1.5990 0.01 0.03 -0.01
S 1.9378 3.6305 0.0964 -0.05 0.25 0.10
O 1.2381 2.3540 0.2793 -0.08 -0.01 0.01
O 1.1492 4.7943 -0.0939 0.01 -0.06 0.02
N 3.1129 3.4877 -0.9521 0.10 0.03 -0.09
S 3.2485 2.1286 -1.6873 0.01 -0.12 0.11
O 2.1129 1.7857 -2.5399 -0.06 0.19 -0.18
O 3.5641 0.9818 -0.8387 0.21 0.03 0.07
C 4.7318 2.4366 -2.7556 0.03 0.08 0.03
F 4.6425 1.6179 -3.7972 0.01 -0.08 -0.03
F 5.8158 2.1542 -2.0581 0.01 0.05 0.00
F 4.7587 3.6856 -3.1663 -0.02 -0.04 -0.04
C -3.1852 -1.6351 0.2233 -0.03 -0.01 0.06
C -2.9361 -0.8110 1.4872 0.04 0.04 0.01
C -4.2449 -0.3861 2.1498 0.00 -0.02 -0.05
Sb -1.4994 0.7458 1.0155 0.12 0.00 -0.20
C -0.8324 1.5030 2.9288 -0.03 0.05 0.00
C -1.9316 1.6921 3.9689 0.06 -0.02 -0.01
C 0.3257 0.6846 3.4916 -0.05 0.04 -0.02
C -2.5260 2.5257 0.3264 -0.04 -0.05 -0.04
C -2.3925 2.6412 -1.1916 0.02 -0.02 0.06
C -3.9798 2.6826 0.7583 0.04 0.00 -0.01
H -3.8132 -2.5006 0.4524 0.00 0.01 -0.02
H -2.2548 -2.0033 -0.2170 0.00 -0.01 0.00
H -3.7070 -1.0470 -0.5361 0.01 -0.01 0.00
H -2.3741 -1.4370 2.1899 0.03 0.06 0.04
H -4.9486 -0.0080 1.4082 0.01 0.02 0.01
H -4.1105 0.3866 2.9035 -0.02 -0.03 0.03
H -4.7150 -1.2461 2.6336 -0.01 0.00 -0.03
H -0.4469 2.4829 2.6299 0.00 0.01 0.04
H -2.3409 0.7311 4.2876 -0.01 0.02 0.01
H -2.7520 2.3111 3.6051 0.01 -0.01 -0.01
H -1.5224 2.1816 4.8570 -0.01 -0.01 0.00
H 0.0016 -0.3170 3.7888 0.00 -0.01 -0.01
H 0.7285 1.1654 4.3867 0.01 -0.01 0.00
H 1.1482 0.5908 2.7772 0.02 -0.01 0.00
H -1.9173 3.3110 0.7849 -0.03 0.02 0.04
H -2.9130 1.8262 -1.7008 0.00 0.00 -0.01
H -1.3474 2.6350 -1.5097 0.01 0.00 -0.02
H -2.8327 3.5787 -1.5393 0.01 0.00 0.00
H -4.6120 1.9386 0.2720 -0.02 0.00 0.00
H -4.3468 3.6673 0.4573 0.00 -0.01 0.00
H -4.1218 2.5911 1.8342 0.01 0.01 0.00
```
Positions in Å, forces in eV/Å.

LUMO level = -0.126 Eh
strongest force on any atom = 0.44 eV/A
total charge = +1
calculated total energy = -3672.4028 Eh
HOMO energy = -11.165 eV
frontier orbital gap = 7.741 eV

3.
Computed, not measured: an isolated molecule of C7H5BrFN in a non-equilibrium geometry, with ωB97M-V/def2-TZVPD.

```
15
Properties=species:S:1:pos:R:3:forces:R:3
C 1.6231 -0.3368 1.8397 -2.31 -1.36 -4.63
C -1.2850 0.2923 -1.2397 3.69 -0.47 1.70
C -0.0504 -0.1449 -1.6206 -2.43 1.91 0.72
C -0.9380 0.5367 1.2284 4.86 -3.36 -3.82
C -1.5438 0.7847 0.1224 -1.38 -0.16 -1.03
C 1.1223 -0.0129 -0.6920 1.29 -2.33 0.44
C 0.8880 -0.6783 0.6469 -4.38 2.10 1.86
N 2.3798 -0.0156 2.5946 2.95 1.36 3.69
F -2.7326 1.4276 0.2917 -0.43 0.43 -0.75
Br 0.2384 -2.4502 0.6398 0.15 -0.34 -0.06
H -2.0871 0.0785 -1.8278 -2.27 -0.12 -1.64
H 0.0005 -0.5673 -2.6240 0.56 0.00 0.41
H -1.0832 0.8498 2.1535 -0.50 1.10 4.07
H 1.8708 -0.6658 -1.1587 0.53 0.45 0.03
H 1.5971 0.9021 -0.3543 -0.34 0.79 -0.98
```
Positions in Å, forces in eV/Å.

LUMO level (alpha / beta) = -0.017 / -0.018 Eh
strongest force on any atom = 7.04 eV/A
ΔE to the lowest compared entry with this formula, charge and spin = 2.797 eV
total charge = 0
calculated total energy = -2998.1979 Eh
HOMO energy (alpha / beta) = -9.530 / -9.531 eV
frontier orbital gap (alpha / beta) = 9.054 / 9.054 eV

4.
Computed, not measured: a structure of composition C6H6O2 in a non-equilibrium geometry, with ωB97M-V/def2-TZVPD.

```
14
Properties=species:S:1:pos:R:3:forces:R:3
C -1.8362 0.0955 -0.1844 0.91 4.59 0.50
C -0.3442 -1.1038 0.4136 1.85 -4.21 0.97
C 0.7918 -1.0285 -0.5478 -0.21 -5.69 -3.27
C 1.3622 0.1250 -0.6467 1.08 3.64 -0.59
C 0.7440 1.2788 0.2226 -1.49 -3.85 -1.61
C -0.5101 0.2674 0.6074 -0.74 6.14 1.13
H -0.0430 -1.7906 1.3530 -1.56 1.14 -2.26
H 1.0761 -1.9603 -1.2711 -0.56 2.32 2.01
H 2.1182 0.3985 -1.3862 0.09 -0.49 0.35
H 0.3937 2.1078 -0.4873 0.79 -0.81 1.68
H 1.4377 1.4143 1.0932 -1.03 0.75 -0.82
H -0.7715 0.4749 1.5934 -0.87 0.63 1.83
O -2.5950 0.9212 -0.6145 -0.03 -1.38 -0.06
O -1.8238 -1.2001 -0.1452 1.78 -2.79 0.13
```
Positions in Å, forces in eV/Å.

LUMO level = 0.027 Eh
strongest force on any atom = 6.56 eV/A
ΔE to the lowest compared entry with this formula, charge and spin = 2.363 eV
total charge = 0
calculated total energy = -382.5989 Eh
HOMO energy = -10.150 eV
frontier orbital gap = 10.894 eV